Record 1
A molecular structure, C6H12O. Source: OMol25; level of theory: ωB97M-V/def2-TZVPD.

For the orbital gap, the calculation gives 7.847 eV. As for the HOMO energy: -0.261 hartree. As for the energy above the lowest of the compared OMol25 structures with the same formula, charge and spin: 5.853 eV.

Geometry as ORCA input:
```
! RIJCOSX wB97M-V def2-TZVPD def2/J DEFGRID3
* xyz 0 1
C 0.12331 -1.94410 -0.92314
C -0.66085 -0.92096 -0.05983
C -0.96142 0.93596 0.46328
C -0.82847 1.86761 -0.74183
C 0.16083 1.15245 1.43368
C 0.81965 0.14699 0.59661
O 1.49624 -0.81163 1.31614
H 1.05699 -2.31999 -0.49437
H 0.33372 -1.58088 -1.93461
H -0.52066 -2.82691 -1.02271
H -0.96363 -1.39186 0.87521
H -1.56981 -0.76165 -0.64224
H -0.22799 1.48333 -1.57845
H -1.81842 2.10376 -1.15115
H -0.36270 2.81917 -0.44237
H -0.02997 0.77857 2.44292
H 0.63173 2.13635 1.44180
H 1.34913 0.51995 -0.28368
H 1.97232 -1.38616 0.70476
*
```

These are the natural (NBO) partial charges, in e, on atoms 1 to 4: number 1, C, carries -0.622; number 2, C, carries -0.445; number 3, C, carries 0.017; number 4, C, carries -0.722

=====

Record 2
A single C6H12O molecule at a distorted geometry. Source: OMol25; level of theory: ωB97M-V/def2-TZVPD.

As for the SMILES: C/C=C\[C@H](C)OC. For the orbital gap, the calculation gives 10.217 eV. As for the HOMO energy: -0.339 hartree. As for the energy above the lowest of the compared OMol25 structures with the same formula, charge and spin: 2.486 eV.

Geometry as ORCA input:
```
! RIJCOSX wB97M-V def2-TZVPD def2/J DEFGRID3
* xyz 0 1
C 1.86904 -2.02465 0.84349
C 1.70265 -0.94833 -0.14621
C 0.75339 -0.02029 -0.38415
C -0.48503 0.05486 0.36992
C -1.65045 -0.77356 -0.05041
O -0.91256 1.49891 0.38913
C -0.95945 2.17406 -0.89385
H 1.03570 -2.68935 0.95391
H 2.05911 -1.50471 1.80778
H 2.64298 -2.64415 0.55663
H 2.50286 -0.98908 -0.93946
H 0.79984 0.73553 -1.17976
H -0.29187 0.04411 1.38837
H -2.53657 -0.44776 0.49182
H -1.52325 -1.81595 0.02988
H -1.96560 -0.50607 -1.05720
H -1.27961 1.49463 -1.79971
H 0.10647 2.52792 -1.08658
H -1.63039 3.03107 -0.71139
*
```

These are the natural (NBO) partial charges, in e, on atoms 1 to 4: number 1, C, carries -0.661; number 2, C, carries -0.160; number 3, C, carries -0.220; number 4, C, carries 0.045

=====

Record 3
A single C6H12O molecule. Source: OMol25; level of theory: ωB97M-V/def2-TZVPD.

For the orbital gap, the calculation gives 9.251 eV. As for the HOMO energy: -0.302 hartree. As for the energy above the lowest of the compared OMol25 structures with the same formula, charge and spin: 2.926 eV.

Geometry as ORCA input:
```
! RIJCOSX wB97M-V def2-TZVPD def2/J DEFGRID3
* xyz 0 1
C 2.97294 0.25118 0.61508
C 1.87165 0.79157 -0.27040
O 0.55432 0.71649 0.33537
C 0.20897 -0.46083 0.79346
C -1.26585 -0.40707 1.09453
C -1.90808 -0.96532 -0.20127
C -2.14641 0.11554 -1.25405
H 2.76737 -0.79133 0.86540
H 3.05028 0.82764 1.54201
H 3.92775 0.31504 0.08271
H 1.81382 0.24020 -1.21380
H 2.00652 1.85277 -0.49414
H -1.23939 -1.73618 -0.60785
H -1.65213 0.60054 1.30557
H -1.49079 -1.07044 1.93517
H -2.84773 -1.47135 0.04069
H -2.42430 -0.32378 -2.21824
H -2.95156 0.79240 -0.94646
H -1.24738 0.72295 -1.40378
*
```

These are the natural (NBO) partial charges, in e, on atoms 1 to 4: number 1, C, carries -0.649; number 2, C, carries -0.062; number 3, O, carries -0.507; number 4, C, carries 0.263

=====

Record 4
2 unconnected molecules or ions with the total composition C6H12O at a distorted geometry. Source: OMol25; level of theory: ωB97M-V/def2-TZVPD.

As for the SMILES: C=CCC(=C)C.O. For the orbital gap, the calculation gives 10.148 eV. As for the HOMO energy: -0.346 hartree. As for the energy above the lowest of the compared OMol25 structures with the same formula, charge and spin: 3.227 eV.

Geometry as ORCA input:
```
! RIJCOSX wB97M-V def2-TZVPD def2/J DEFGRID3
* xyz 0 1
C -1.33182 -2.00796 1.48634
C -0.82980 -1.27686 0.44140
C 0.55472 -1.30009 -0.04034
C 1.04155 0.16001 0.04488
C 1.20328 1.00270 -0.96494
C 1.28485 0.66380 1.49676
H -0.86362 -2.92179 1.90045
H -2.38350 -1.76327 1.87061
H -1.61122 -1.12273 -0.34149
H 0.69469 -1.62083 -1.12980
H 1.28016 -1.98124 0.35158
H 1.25574 2.08473 -0.95819
H 1.39191 0.55576 -2.00979
H 0.41888 0.31304 2.10326
H 1.41446 1.73097 1.66934
H 2.28954 0.13354 1.84115
O -1.54671 2.18679 -2.10635
H -1.22068 1.30562 -2.02046
H -1.82930 2.34233 -1.21045
*
```

These are the natural (NBO) partial charges, in e, on atoms 1 to 4: number 1, C, carries -0.370; number 2, C, carries -0.215; number 3, C, carries -0.505; number 4, C, carries 0.040

=====

Record 5
A single C6H12O molecule at a distorted geometry. Source: OMol25; level of theory: ωB97M-V/def2-TZVPD.

As for the SMILES: C=CCCCCO. For the orbital gap, the calculation gives 10.842 eV. As for the HOMO energy: -0.359 hartree. As for the energy above the lowest of the compared OMol25 structures with the same formula, charge and spin: 1.447 eV.

Geometry as ORCA input:
```
! RIJCOSX wB97M-V def2-TZVPD def2/J DEFGRID3
* xyz 0 1
C -1.15010 -2.36626 0.60605
C -0.48624 -1.82205 -0.40084
C 0.74477 -0.96071 -0.29565
C 0.64783 0.27201 -1.17669
C -0.23447 1.36068 -0.54189
C 0.34812 2.02599 0.69446
O 0.18757 1.32172 1.94232
H -0.92680 -2.03164 1.62031
H -1.98685 -3.04639 0.49357
H -0.70095 -2.13265 -1.41807
H 1.57321 -1.63327 -0.46052
H 0.96416 -0.74631 0.75104
H 0.08323 -0.01367 -2.04831
H 1.59695 0.72679 -1.45604
H -1.23173 0.98433 -0.33018
H -0.34641 2.20277 -1.22656
H -0.02521 3.05136 0.82936
H 1.41812 2.18205 0.61440
H -0.47520 0.62526 1.80325
*
```

These are the natural (NBO) partial charges, in e, on atoms 1 to 4: number 1, C, carries -0.406; number 2, C, carries -0.163; number 3, C, carries -0.468; number 4, C, carries -0.392

=====

Record 6
A single C6H12O molecule at a distorted geometry. Source: OMol25; level of theory: ωB97M-V/def2-TZVPD.

As for the SMILES: C[C@@H]1C[C@@H]1[C@@H](C)O. For the orbital gap, the calculation gives 9.905 eV. As for the HOMO energy: -0.323 hartree. As for the energy above the lowest of the compared OMol25 structures with the same formula, charge and spin: 2.433 eV.

Geometry as ORCA input:
```
! RIJCOSX wB97M-V def2-TZVPD def2/J DEFGRID3
* xyz 0 1
C 0.27295 2.32495 0.12182
C 0.73357 1.12703 0.87947
C 1.52901 0.00862 0.34096
C 0.12664 -0.33432 0.69903
C -0.84832 -0.73264 -0.39270
C -0.51703 -2.04851 -1.12091
O -2.16059 -0.78531 0.14406
H -0.22070 2.02067 -0.80393
H 1.12484 2.96214 -0.12048
H -0.44606 2.90933 0.70916
H 0.97808 1.32800 1.93276
H 1.64467 0.09666 -0.74093
H 2.40810 -0.36222 0.85356
H -0.30890 -0.08894 1.65385
H -0.87528 0.05873 -1.15225
H 0.43174 -1.99556 -1.66902
H -1.31463 -2.25769 -1.84517
H -0.45947 -2.89911 -0.42945
H -2.09863 -1.33182 0.94017
*
```

These are the natural (NBO) partial charges, in e, on atoms 1 to 4: number 1, C, carries -0.619; number 2, C, carries -0.169; number 3, C, carries -0.414; number 4, C, carries -0.336

=====

Record 7
A molecular structure, C6H12O at a distorted geometry. Source: OMol25; level of theory: ωB97M-V/def2-TZVPD.

For the orbital gap, the calculation gives 4.599 eV. As for the HOMO energy: -0.189 hartree. As for the energy above the lowest of the compared OMol25 structures with the same formula, charge and spin: 7.513 eV.

Geometry as ORCA input:
```
! RIJCOSX wB97M-V def2-TZVPD def2/J DEFGRID3
* xyz 0 1
O 0.35250 -1.84350 1.21472
C 1.39358 -1.06369 0.64678
C 1.25232 0.39660 0.75022
C 0.60783 1.22912 -0.35869
C -0.76607 0.67196 -0.70740
C -1.50659 0.60671 0.45727
C -1.20976 0.32345 -2.00111
H 1.42296 -1.38220 -0.48898
H 1.53417 0.91394 1.66295
H 2.43786 -1.39049 1.01218
H 1.22410 1.07867 -1.21809
H 0.46118 2.23679 -0.14045
H -0.15305 -1.35007 1.85311
H -0.83288 -0.33622 0.07026
H -1.06818 1.23119 1.28552
H -2.46622 0.24965 0.64629
H -0.47675 0.65127 -2.79344
H -2.20884 0.71764 -2.12707
H -1.32218 -0.85710 -2.20246
*
```

These are the Löwdin partial charges, in e, on atoms 1 to 4: number 1, O, carries -0.131; number 2, C, carries -0.384; number 3, C, carries -0.267; number 4, C, carries -0.209

=====

Record 8
A single C6H12O molecule at a distorted geometry. Source: OMol25; level of theory: ωB97M-V/def2-TZVPD.

As for the SMILES: CCC[C@H]1C[C@H]1O. For the orbital gap, the calculation gives 10.081 eV. As for the HOMO energy: -0.336 hartree. As for the energy above the lowest of the compared OMol25 structures with the same formula, charge and spin: 2.402 eV.

Geometry as ORCA input:
```
! RIJCOSX wB97M-V def2-TZVPD def2/J DEFGRID3
* xyz 0 1
C 1.04304 -2.37593 0.84083
C -0.01056 -1.30410 0.63168
C 0.57293 0.03296 0.21898
C -0.56489 1.04955 0.20582
C -0.26153 2.41807 -0.22666
C -1.09754 1.36694 -1.18112
O -0.75006 0.64489 -2.35867
H 1.60949 -2.55724 -0.07946
H 1.76170 -2.07778 1.61358
H 0.58429 -3.31647 1.15158
H -0.58537 -1.13190 1.54866
H -0.74435 -1.60818 -0.12943
H 1.12554 -0.09437 -0.73319
H 1.32245 0.34903 0.95282
H -1.05119 1.23736 1.18494
H 0.78362 2.70038 -0.21177
H -0.94632 3.20041 0.13820
H -2.08485 1.78359 -1.34891
H -0.70640 -0.31722 -2.21790
*
```

These are the natural (NBO) partial charges, in e, on atoms 1 to 4: number 1, C, carries -0.606; number 2, C, carries -0.386; number 3, C, carries -0.407; number 4, C, carries -0.290

=====

Record 9
A molecular structure, C6H12O. Source: OMol25; level of theory: ωB97M-V/def2-TZVPD.

For the orbital gap, the calculation gives 7.736 eV. As for the HOMO energy: -0.248 hartree. As for the energy above the lowest of the compared OMol25 structures with the same formula, charge and spin: 5.154 eV.

Geometry as ORCA input:
```
! RIJCOSX wB97M-V def2-TZVPD def2/J DEFGRID3
* xyz 0 1
C 1.78578 -1.05931 0.09187
C 1.47887 1.15982 -0.60464
C 0.17923 1.08042 -0.01823
C -1.04419 0.84158 -0.89402
C -1.95261 -0.08689 -0.09219
C -0.97955 -1.08440 0.54271
O 0.21970 -0.33158 0.76507
H 2.70934 -0.66247 0.49365
H 1.47443 -1.95727 0.63831
H 1.81405 -1.24152 -0.97640
H 2.22956 1.78298 -0.12200
H 1.55233 1.12989 -1.69197
H -0.02994 1.75566 0.81790
H -1.53497 1.78351 -1.16078
H -0.72461 0.35598 -1.82519
H -2.70983 -0.59173 -0.70011
H -2.46846 0.47511 0.69463
H -1.34697 -1.51046 1.48243
H -0.75782 -1.91398 -0.14398
*
```

These are the natural (NBO) partial charges, in e, on atoms 1 to 4: number 1, C, carries -0.315; number 2, C, carries -0.654; number 3, C, carries 0.034; number 4, C, carries -0.430

=====

Record 10
A single C6H12O molecule at a distorted geometry. Source: OMol25; level of theory: ωB97M-V/def2-TZVPD.

For the orbital gap (spin up / spin down), the calculation gives 6.029 / 8.216 eV. As for the HOMO energy (spin up / spin down): -0.219 / -0.277 hartree. As for the energy above the lowest of the compared OMol25 structures with the same formula, charge and spin: 5.863 eV.

Geometry as ORCA input:
```
! RIJCOSX wB97M-V def2-TZVPD def2/J DEFGRID3
* xyz 0 1
C -1.57959 0.55112 -0.73024
C -1.26359 -0.58199 0.16964
O -2.04979 -0.86633 1.20876
C -0.12814 -1.43125 -0.09920
C 0.97735 -0.73263 0.73374
C 1.17175 0.77859 0.64551
C 1.77955 0.83925 -0.74348
H -1.68295 0.17536 -1.75707
H -0.74076 1.27385 -0.77779
H -2.50015 1.07580 -0.45185
H -2.68177 -0.14741 1.35316
H -0.26658 -2.44570 0.28161
H 0.13410 -1.44248 -1.16560
H 1.05753 -1.16855 1.73821
H 1.95148 -0.64494 -0.15480
H 1.95328 1.02618 1.37293
H 0.30186 1.40775 0.90996
H 2.48860 1.64285 -0.96235
H 1.07781 0.69055 -1.57114
*
```

These are the natural (NBO) partial charges, in e, on atoms 1 to 4: number 1, C, carries -0.699; number 2, C, carries 0.370; number 3, O, carries -0.657; number 4, C, carries -0.500

=====

Copy entry 10 word for word.
A single C6H12O molecule at a distorted geometry. Source: OMol25; level of theory: ωB97M-V/def2-TZVPD.

For the orbital gap (spin up / spin down), the calculation gives 6.029 / 8.216 eV. As for the HOMO energy (spin up / spin down): -0.219 / -0.277 hartree. As for the energy above the lowest of the compared OMol25 structures with the same formula, charge and spin: 5.863 eV.

Geometry as ORCA input:
```
! RIJCOSX wB97M-V def2-TZVPD def2/J DEFGRID3
* xyz 0 1
C -1.57959 0.55112 -0.73024
C -1.26359 -0.58199 0.16964
O -2.04979 -0.86633 1.20876
C -0.12814 -1.43125 -0.09920
C 0.97735 -0.73263 0.73374
C 1.17175 0.77859 0.64551
C 1.77955 0.83925 -0.74348
H -1.68295 0.17536 -1.75707
H -0.74076 1.27385 -0.77779
H -2.50015 1.07580 -0.45185
H -2.68177 -0.14741 1.35316
H -0.26658 -2.44570 0.28161
H 0.13410 -1.44248 -1.16560
H 1.05753 -1.16855 1.73821
H 1.95148 -0.64494 -0.15480
H 1.95328 1.02618 1.37293
H 0.30186 1.40775 0.90996
H 2.48860 1.64285 -0.96235
H 1.07781 0.69055 -1.57114
*
```

These are the natural (NBO) partial charges, in e, on atoms 1 to 4: number 1, C, carries -0.699; number 2, C, carries 0.370; number 3, O, carries -0.657; number 4, C, carries -0.500